No. 1
Density functional theory data (wB97M-V/def2-TZVPD) for a structure of composition C24H25BCoF2NPS2.

The geometry in XYZ format:
```
57
Properties=species:S:1:pos:R:3:forces:R:3
Co -0.32045 0.97856 1.02445 0.376 -0.381 -0.231
S 1.71902 -0.60254 0.06028 -0.032 -0.041 0.039
P 1.41891 0.75213 -1.34778 0.006 0.116 -0.008
S 0.54539 2.41257 -0.65252 -0.069 0.142 -0.113
C 2.95493 1.18644 -2.23400 0.029 -0.052 -0.016
C 2.95488 2.25775 -3.12414 0.012 -0.002 0.002
C 4.10526 2.58056 -3.82510 0.005 -0.012 0.008
C 5.26511 1.83656 -3.63930 -0.019 0.000 0.005
C 5.26930 0.77304 -2.74979 -0.006 0.006 -0.002
C 4.11525 0.44785 -2.04735 0.003 0.003 0.002
C 0.40045 0.05641 -2.69899 0.005 -0.014 -0.022
C 0.61762 -1.25764 -3.10647 -0.003 0.005 -0.005
C -0.13019 -1.80159 -4.13887 -0.002 0.011 0.001
C -1.10564 -1.03828 -4.76846 0.010 0.011 0.014
C -1.32952 0.26837 -4.36100 0.016 -0.014 0.000
C -0.57804 0.81594 -3.32925 -0.003 -0.012 0.001
H 2.05344 2.84504 -3.25316 -0.008 0.004 -0.002
H 4.10049 3.41620 -4.51358 0.002 0.005 -0.004
H 6.16503 2.09155 -4.18517 0.004 0.001 -0.001
H 6.17298 0.19643 -2.59679 0.005 -0.002 0.000
H 4.10552 -0.37259 -1.33949 0.005 0.005 -0.004
H 1.35818 -1.85670 -2.59041 0.002 -0.003 0.000
H 0.03875 -2.82652 -4.44453 0.000 -0.005 -0.001
H -1.69768 -1.46695 -5.56748 -0.003 -0.002 -0.002
H -2.09910 0.86224 -4.83775 -0.006 0.002 -0.004
H -0.76472 1.82588 -2.98660 0.000 0.008 0.010
C -1.83143 0.05052 0.18548 0.133 0.144 -0.260
C -2.57615 -0.97876 0.93746 0.009 -0.023 0.068
C -3.81838 -0.71965 1.52077 -0.058 -0.021 0.038
C -4.49918 -1.69255 2.22871 -0.005 0.045 -0.008
C -3.94860 -2.96483 2.37207 0.052 0.045 -0.044
C -2.70584 -3.24237 1.79875 0.008 -0.014 0.003
C -2.03787 -2.26152 1.09618 0.005 -0.017 -0.007
C -4.65631 -3.98040 3.09250 -0.021 -0.039 0.025
N -5.22835 -4.79857 3.66573 -0.018 -0.025 0.020
H -2.51408 0.71954 -0.34867 -0.073 0.033 0.079
H -1.22847 -0.44327 -0.58237 0.002 -0.040 -0.049
H -4.24640 0.26979 1.42602 -0.016 0.018 0.001
H -5.46070 -1.47541 2.67599 -0.001 0.007 -0.001
H -2.27515 -4.22900 1.91197 0.003 -0.001 -0.002
H -1.06846 -2.47112 0.65930 0.017 -0.006 0.002
F -2.52785 1.95406 2.57432 -0.074 0.099 0.020
B -1.71797 2.11972 1.50196 -0.015 -0.190 0.316
F -2.12541 3.17123 0.75522 -0.071 0.081 -0.055
C 1.72675 1.34087 3.24926 0.019 0.031 0.048
C 0.38103 0.82940 3.76395 0.010 0.078 -0.053
C 0.57214 0.03127 5.05360 0.043 -0.014 -0.020
C -0.33456 0.01439 2.68918 -0.262 0.110 0.183
H 2.25561 1.91191 4.01888 0.009 0.027 -0.038
H 1.61435 1.99405 2.37402 -0.014 -0.020 0.027
H 2.36247 0.50572 2.94298 -0.004 0.006 0.010
H -0.24772 1.69711 3.99635 0.027 0.010 0.042
H 1.20168 -0.84379 4.86395 -0.003 0.000 0.004
H -0.38601 -0.32628 5.43599 -0.006 0.004 -0.005
H 1.05330 0.62880 5.83543 -0.008 0.000 -0.012
H -1.31131 -0.29489 3.06768 -0.029 0.024 -0.023
H 0.24370 -0.89673 2.49062 0.012 -0.133 0.021
```
Positions in Å, forces in eV/Å.

The net charge is -1. The multiplicity is 1. For the energy relative to the best compared isomer or geometry (same formula, charge and spin), the calculation gives 0.0000 eV.

=====

No. 2
Density functional theory data (wB97M-V/def2-TZVPD) for a cluster of 8 separate species, C35H49F22O19PSi in total.

The geometry in XYZ format:
```
127
Properties=species:S:1:pos:R:3:forces:R:3
C 5.60065 -1.90000 1.23591 0.120 -0.243 -0.115
C 5.40767 -2.65953 0.13221 0.033 0.352 0.301
C 4.73162 -4.01932 0.08611 1.411 -0.158 0.102
Si 3.24872 -4.04187 1.20895 -0.016 -0.143 0.251
F 2.49372 -2.61046 1.26190 -0.009 -0.023 -0.074
C 2.01407 -5.36357 0.76642 0.172 0.145 -0.327
C 0.88913 -4.88408 -0.17325 -0.224 -0.605 0.034
C -0.35416 -4.21974 0.48098 0.003 0.631 -0.293
C -0.26676 -3.96682 1.96861 -0.191 0.754 -0.784
O -0.20586 -4.80534 2.79378 0.353 -1.225 1.026
O -0.26894 -2.65829 2.35345 -0.445 0.161 -0.330
P 3.94455 -4.54920 3.31216 -0.116 -0.688 0.034
O 3.56856 -5.95724 3.55464 -0.047 0.111 -0.062
O 3.36998 -3.49111 4.36548 0.239 0.169 -0.365
O 5.54979 -4.41107 3.43624 -0.175 0.181 -0.065
H 5.32273 -0.84920 1.26134 1.437 0.316 -0.621
H 6.08558 -2.27430 2.13615 -1.439 -0.433 0.517
H 5.74420 -2.24578 -0.82080 -1.461 0.485 -0.229
H 4.47623 -4.24857 -0.95172 -0.038 -0.062 0.081
H 5.40430 -4.81993 0.43831 -0.194 -0.113 -0.111
H 1.65778 -5.87819 1.65898 -0.115 0.084 -0.054
H 2.60628 -6.10292 0.21081 -0.025 0.001 0.101
H 1.28872 -4.21935 -0.94441 -0.003 0.053 0.135
H 0.53181 -5.76406 -0.71438 -0.011 0.101 -0.010
H -1.25678 -4.81012 0.31275 0.158 -0.151 0.080
H -0.52587 -3.25971 -0.01555 -0.031 -0.096 -0.049
H -0.75182 -2.15541 1.68400 0.387 0.218 0.010
H 2.85851 -2.81376 3.89815 -0.003 0.044 0.243
H 5.89432 -5.29589 3.24126 0.115 0.112 0.220
C 3.49955 0.33788 -3.43100 0.087 -0.173 -0.172
C 2.12122 -0.24694 -3.22256 0.020 0.432 0.291
O 1.78984 -1.19113 -4.26942 -0.053 -0.101 -0.018
C 2.28295 -2.40617 -4.11507 -0.039 0.242 0.150
O 2.95486 -2.79733 -3.20611 0.027 -0.242 -0.032
C 1.82011 -3.30565 -5.27969 0.102 -0.109 -0.141
F 1.93346 -2.67789 -6.45404 -0.045 -0.064 0.065
F 0.52806 -3.63882 -5.10618 0.010 0.035 -0.002
F 2.53220 -4.42573 -5.32840 -0.040 0.081 0.045
H 3.57489 0.79041 -4.42003 -0.038 0.078 0.035
H 3.69548 1.10119 -2.67897 -0.028 0.010 0.006
H 4.26860 -0.43018 -3.35338 -0.011 0.002 0.080
H 1.36013 0.52672 -3.28303 -0.068 -0.083 -0.144
H 2.03162 -0.73151 -2.25093 0.044 -0.144 -0.071
C 9.88188 1.21547 4.61002 0.028 -0.194 -0.126
C 9.31273 2.11656 3.53747 0.014 0.208 0.336
O 9.48454 1.54127 2.22326 -0.053 -0.016 -0.092
C 8.59178 0.63124 1.86724 0.028 0.095 0.107
O 7.66406 0.23781 2.50985 0.013 -0.030 -0.061
C 8.89579 0.14893 0.43152 0.083 -0.126 -0.128
F 10.20280 -0.08956 0.27073 -0.078 0.005 -0.009
F 8.53367 1.09275 -0.45224 -0.001 -0.027 0.066
F 8.22770 -0.96547 0.14993 0.109 0.164 0.051
H 10.92859 0.99175 4.40306 0.019 0.069 0.033
H 9.81253 1.70401 5.58128 -0.003 0.023 -0.005
H 9.33879 0.27244 4.65850 -0.055 0.037 0.027
H 9.84618 3.06357 3.50022 0.050 -0.037 -0.125
H 8.25784 2.32849 3.70651 -0.036 -0.115 -0.080
C -2.49761 -3.46186 -7.30951 -0.150 0.125 -0.179
C -2.55570 -2.43336 -6.20267 0.287 -0.356 0.138
O -3.03075 -1.15760 -6.68980 -0.108 0.078 0.028
C -4.34362 -1.05060 -6.81211 0.085 -0.106 0.054
O -5.16458 -1.88806 -6.58122 -0.031 0.071 -0.018
C -4.71650 0.37665 -7.26492 -0.115 0.053 -0.099
F -3.92864 0.80783 -8.25482 -0.029 -0.006 0.092
F -4.59526 1.22483 -6.22925 0.070 -0.069 -0.066
F -5.97821 0.41783 -7.68516 0.082 0.002 0.036
H -1.88525 -3.09730 -8.13465 0.076 -0.029 0.046
H -2.06513 -4.38825 -6.93321 0.022 0.014 0.023
H -3.49221 -3.67635 -7.69869 -0.011 -0.041 0.065
H -1.56069 -2.23726 -5.81114 -0.017 0.171 -0.051
H -3.18629 -2.76229 -5.37768 -0.117 0.060 -0.065
C -5.95661 3.81250 -5.43150 -0.103 -0.085 0.233
C -6.56518 5.16234 -5.12818 0.176 0.025 -0.389
O -7.32563 5.11899 -3.89875 -0.047 0.048 0.082
C -6.64739 5.25880 -2.77534 0.025 0.045 -0.155
O -5.47325 5.44613 -2.64528 -0.037 -0.048 0.062
C -7.62295 5.18076 -1.58046 -0.072 -0.026 0.086
F -8.47379 4.15883 -1.71303 0.062 0.048 0.056
F -8.33446 6.31029 -1.48370 0.054 -0.054 -0.034
F -6.94663 5.01751 -0.43983 -0.051 0.015 -0.094
H -6.73838 3.05280 -5.44827 0.020 -0.017 -0.093
H -5.46118 3.82626 -6.40083 -0.018 0.047 -0.015
H -5.22538 3.52376 -4.67720 0.043 0.074 -0.015
H -7.28730 5.44020 -5.89226 -0.100 0.000 0.098
H -5.81556 5.95017 -5.06821 0.014 -0.031 0.161
C -5.57051 4.01060 2.28909 0.082 -0.127 0.199
C -5.73934 2.79438 1.40536 -0.183 0.371 -0.141
O -4.86757 1.72225 1.83131 0.041 -0.136 -0.013
C -5.28670 0.99013 2.85128 -0.083 0.159 -0.100
O -6.30621 1.10884 3.46161 0.079 -0.076 0.016
C -4.25288 -0.12095 3.14216 -0.175 -0.074 0.080
F -2.99985 0.36231 3.12624 -0.179 0.080 -0.334
F -4.33683 -1.07810 2.20555 0.055 0.050 0.036
F -4.47359 -0.67085 4.32914 0.025 0.029 -0.108
H -4.52527 4.31680 2.31920 0.040 0.055 -0.074
H -6.16751 4.83703 1.90947 -0.002 -0.006 -0.023
H -5.88501 3.79645 3.31011 -0.060 -0.005 -0.023
H -5.44213 3.00869 0.38184 0.120 -0.082 0.022
H -6.77335 2.45246 1.39106 0.044 -0.137 0.119
C -1.02422 -1.99952 5.37897 0.030 -0.055 0.259
C -1.35910 -0.53678 5.55290 0.098 0.002 -0.481
O -2.15363 -0.30230 6.73914 -0.003 0.051 0.160
C -1.48795 -0.21996 7.87869 0.000 -0.013 -0.175
O -0.30651 -0.30600 8.04011 -0.034 0.018 0.067
C -2.47434 0.06521 9.03247 -0.009 -0.061 0.069
F -3.56076 -0.71025 8.95253 0.052 0.057 0.029
F -2.87134 1.34731 8.98058 0.006 -0.048 0.005
F -1.89163 -0.14527 10.20907 -0.042 0.035 -0.064
H -1.93338 -2.60220 5.37156 -0.023 0.018 -0.084
H -0.50023 -2.15425 4.43423 -0.113 0.043 0.243
H -0.39544 -2.35783 6.19416 0.047 0.028 -0.026
H -1.97909 -0.17971 4.73265 0.200 -0.113 0.461
H -0.46271 0.08163 5.59360 0.028 -0.023 0.166
C -0.67768 3.86623 2.01887 0.177 -0.068 -0.121
C -1.30099 4.63751 0.87608 -0.257 0.015 0.359
O -0.35672 4.82264 -0.20151 0.004 -0.011 -0.125
C -0.21344 3.80060 -1.02610 -0.105 0.056 0.129
O -0.77583 2.74558 -0.98369 0.055 0.004 -0.049
C 0.80247 4.16068 -2.13056 0.083 -0.008 -0.003
F 1.88665 4.75675 -1.62529 -0.050 -0.050 -0.044
F 0.24659 4.98786 -3.02367 0.018 -0.070 0.048
F 1.18957 3.05193 -2.76285 0.030 0.060 -0.062
H 0.23210 4.36067 2.35997 -0.047 0.048 0.042
H -1.37545 3.80361 2.85292 -0.034 0.015 0.005
H -0.41676 2.85401 1.71174 -0.072 -0.016 -0.002
H -1.57488 5.64328 1.18609 0.104 0.050 -0.086
H -2.19508 4.14579 0.49443 0.076 -0.076 -0.095
```
Positions in Å, forces in eV/Å.

The multiplicity is 1. As for the SMILES: C=CC[Si@@](F)(CCCC(=O)O)P(=O)(O)O.CCOC(=O)C(F)(F)F.CCOC(=O)C(F)(F)F.CCOC(=O)C(F)(F)F.CCOC(=O)C(F)(F)F.CCOC(=O)C(F)(F)F.CCOC(=O)C(F)(F)F.CCOC(=O)C(F)(F)F.

=====

HOMO across the listed records, respectively: -0.1948; -0.3088 Eh.
Kohn-Sham gap across the listed records, respectively: 0.2894; 0.3037 Eh.